[1]
{"formula": "C28H58NO15S6", "method": "ωB97M-V with the def2-TZVPD basis set", "e_lumo_ha": -0.0684, "homo_lumo_gap_ha": 0.3786, "homo_energy_ev": -12.162, "de_lowest_kj_mol": 0.0, "total_charge": 1, "elements": ["N", "H", "H", "H", "H", "C", "C", "C", "O", "C", "O", "O", "H", "H", "H", "H", "H", "H", "C", "C", "C", "S", "O", "O", "C", "H", "H", "H", "H", "H", "H", "H", "H", "C", "C", "C", "S", "O", "O", "C", "H", "H", "H", "H", "H", "H", "H", "H", "C", "C", "C", "S", "O", "O", "C", "H", "H", "H", "H", "H", "H", "H", "H", "C", "C", "C", "S", "O", "O", "C", "H", "H", "H", "H", "H", "H", "H", "H", "C", "C", "C", "S", "O", "O", "C", "H", "H", "H", "H", "H", "H", "H", "H", "C", "C", "C", "S", "O", "O", "C", "H", "H", "H", "H", "H", "H", "H", "H"], "xyz": [[-0.455209, 1.154933, -0.388686], [-0.587299, 0.295728, -0.708179], [-1.368778, 1.508489, -0.009109], [0.033096, 1.719286, -1.115211], [-0.033807, 0.958361, 0.428066], [1.742559, 4.430279, 0.770662], [3.199114, 4.386406, 0.275960], [3.589936, 5.707624, -0.600067], [5.002642, 5.706698, -0.274699], [5.284891, 5.014857, 0.827676], [6.412319, 4.953098, 1.273344], [4.101381, 4.568902, 1.269026], [1.116545, 4.667476, -0.180058], [1.512102, 5.027648, 1.522070], [1.468455, 3.441985, 0.961230], [3.322622, 3.492424, -0.592424], [3.311810, 6.753607, -0.369080], [3.344847, 5.682257, -1.691394], [-3.507839, -2.165909, 2.533670], [-3.138345, -3.666060, 2.512170], [-1.760297, -3.705888, 1.796218], [-0.905108, -2.300348, 2.266446], [-0.533623, -1.479263, 1.166102], [0.085310, -2.729528, 3.254153], [-2.133114, -1.430979, 2.945518], [-4.176574, -2.023535, 3.181288], [-3.922402, -1.858104, 1.516597], [-3.905532, -4.240609, 1.915631], [-3.229440, -3.990890, 3.502836], [-1.834124, -3.536333, 0.720061], [-1.076680, -4.485442, 2.224966], [-2.096187, -0.436992, 2.802190], [-1.990694, -1.348026, 4.109315], [5.581186, 0.047261, -1.857969], [5.329984, 1.274752, -1.008886], [4.452128, 0.960715, 0.187891], [3.311461, -0.141765, -0.458185], [2.187706, 0.497545, -1.136870], [2.949729, -1.080217, 0.550274], [4.366794, -0.853790, -1.604243], [6.417816, -0.397018, -1.532156], [5.736930, 0.344705, -2.825753], [4.682122, 2.004961, -1.701790], [6.430354, 1.679265, -0.697454], [3.857267, 1.832596, 0.647152], [5.079008, 0.408116, 0.844626], [3.909963, -0.892780, -2.539876], [4.589335, -1.917025, -1.083193], [-3.297131, -2.506925, -4.410400], [-3.071791, -1.615957, -5.651598], [-2.155084, -0.559889, -5.009647], [-3.198289, -0.152812, -3.577444], [-4.210921, 0.776171, -3.982923], [-2.288499, 0.430185, -2.576101], [-3.883826, -1.632655, -3.199388], [-2.279503, -2.943953, -4.240715], [-3.965222, -3.422092, -4.931172], [-4.120845, -1.319831, -5.984501], [-2.705482, -2.044524, -6.445133], [-2.143033, 0.347615, -5.604229], [-1.246410, -0.923082, -4.643938], [-4.889781, -1.647785, -3.324369], [-3.487085, -1.951593, -2.157306], [-6.167967, 3.077183, 0.377231], [-6.886323, 2.126457, 1.381756], [-6.057213, 0.836746, 1.586906], [-4.895856, 0.664196, 0.354948], [-5.374938, -0.249447, -0.694265], [-3.585628, 0.501455, 0.875294], [-5.085831, 2.271684, -0.406230], [-5.661006, 3.774844, 0.978165], [-6.759255, 3.501915, -0.395557], [-7.863388, 1.905832, 0.719036], [-7.262393, 2.660048, 2.368277], [-6.693514, -0.003792, 1.827895], [-5.599561, 0.817125, 2.631306], [-5.193515, 2.107893, -1.581101], [-4.007421, 2.808750, -0.438866], [3.486117, 0.599915, 5.004455], [3.307268, 2.162020, 4.818804], [1.788963, 2.362318, 4.544286], [1.465407, 1.037310, 3.421054], [1.826687, 1.556124, 2.152599], [0.138058, 0.501690, 3.534762], [2.754143, -0.116920, 3.865117], [3.141171, 0.229109, 5.931623], [4.717662, 0.382330, 4.840317], [4.026212, 2.670852, 4.064622], [3.539382, 2.868496, 5.713791], [1.737426, 3.354389, 4.051120], [1.257156, 2.113093, 5.538526], [3.553030, -0.142130, 2.998933], [2.149386, -0.811089, 4.226896], [2.194505, -4.697530, -1.346994], [1.938556, -4.929250, -2.871253], [1.244981, -3.590333, -3.457101], [0.243735, -3.019304, -2.164686], [-0.965805, -3.720384, -2.337623], [0.360783, -1.570920, -2.077495], [0.964256, -3.821198, -0.790818], [3.014801, -4.129190, -1.399860], [2.293142, -5.497778, -0.748939], [1.176003, -5.785385, -3.090697], [3.046312, -5.145289, -3.141314], [0.629525, -3.814049, -4.342258], [1.940765, -2.836842, -3.877711], [0.147924, -4.505118, -0.508676], [1.164801, -3.178171, -0.027268]], "forces_ev_per_angstrom": [[-2.5228, 5.2526, -0.7638], [-1.2130, -5.2270, -2.7543], [0.5129, -0.1222, -1.3684], [-0.3225, -0.4267, 1.1601], [3.5585, -0.2668, 3.7556], [0.9298, -2.2255, -6.2189], [-2.3176, 2.3533, -4.6003], [0.3187, -0.2480, 0.1005], [0.5187, 0.4309, -2.0211], [1.9533, 1.4066, -0.8245], [-2.6349, -0.5809, -0.0413], [1.1842, -2.7711, 3.2543], [0.9082, 0.0567, 1.5807], [-0.6713, 2.9739, 3.3128], [-0.5446, -1.5578, 0.8808], [0.1551, 1.8255, 2.8630], [-0.7766, -0.7814, 0.8746], [0.8611, -0.7522, 0.7330], [5.8488, -0.6378, -5.7375], [-0.9060, 0.8293, -2.8641], [-0.3453, -1.6865, 0.9065], [2.9388, 0.0047, 2.2438], [1.3003, 0.3997, -2.3218], [-0.4289, 0.4908, -0.9286], [-4.3977, -1.5406, 4.9454], [-5.3821, 1.4399, 5.2434], [0.9714, -0.1246, 1.2738], [0.8723, 0.5090, 0.5708], [0.7645, -0.9502, 1.4364], [-0.2003, -1.0127, -0.0917], [-0.7783, 0.1190, -1.2788], [0.2127, 3.2966, -1.6729], [-0.4414, -1.1102, -1.8302], [-2.9612, 0.3998, 2.4246], [1.1242, 3.6734, -0.9988], [0.0400, 2.4187, -0.0338], [-2.8883, 0.2329, 0.0405], [1.0503, 0.5241, 0.1463], [-0.1744, -1.0892, 0.8601], [2.1340, -2.9827, 0.4326], [3.1208, -1.8352, 1.1516], [0.0312, 0.3725, -2.5243], [1.8782, -0.9614, 1.5233], [-3.0207, -0.1984, -0.7082], [1.2895, -1.4101, -0.4144], [0.0848, -0.3917, 1.2496], [-1.4272, -0.9200, -1.2756], [-0.2859, 2.3172, -1.7190], [-0.4746, -3.4905, -2.4178], [-3.0969, 2.6135, 4.9128], [-3.7620, 0.9065, -0.9398], [2.9499, 4.9914, 0.2540], [-1.0007, 0.0098, -0.5978], [-0.5211, -1.2427, 0.0198], [3.8266, -4.2256, 0.6227], [-1.1471, 0.1671, 0.6790], [1.2837, 2.1665, 2.4750], [1.4421, 0.7292, 0.4508], [2.4224, -2.8542, -4.0002], [0.5695, 0.2898, 0.2419], [1.5032, -0.5578, 0.2603], [-3.0447, 0.4001, 0.2438], [-0.9314, 0.3346, -1.8602], [1.6157, -1.8184, 0.0855], [-3.3035, 0.4167, -1.6076], [-1.4735, 0.7195, 4.4684], [-1.0417, -0.2805, -4.5684], [0.5279, 0.2034, 1.6550], [1.6929, -0.2395, 0.8951], [2.5996, 1.4225, -2.0704], [0.5934, 1.4383, 0.2838], [-1.0027, 0.6943, 0.0416], [1.8003, -0.1820, 2.0581], [1.0442, -1.2340, -2.0835], [-0.3219, -0.5935, -1.2481], [0.3915, 0.7395, -1.4418], [-0.4869, 0.0671, 2.6490], [-2.3828, -1.1758, 0.6240], [4.4528, 1.1602, -1.6659], [0.8592, 1.4734, 1.1018], [1.2194, -0.3824, 1.5509], [-0.3901, 0.3630, -0.0306], [0.4596, 0.9871, -2.8069], [-0.2154, -0.2341, 0.5799], [3.5014, 4.6724, -1.7653], [-0.0800, -0.0737, 1.2192], [-3.4785, 0.3372, 0.9821], [-1.4847, -1.3794, 0.5260], [-0.2585, -1.8413, -0.9260], [-1.0795, -0.7081, 0.4772], [0.4279, 1.0357, -1.6840], [-2.5383, -0.9143, 1.3493], [-1.5760, -4.5614, 0.9072], [-5.4051, 2.6485, -2.1325], [-0.2282, -0.8513, -0.0192], [2.4330, -1.4815, -1.5345], [1.9967, 2.0610, 0.4888], [-3.1511, -0.4905, -0.4868], [-0.6557, -0.7841, -0.0907], [0.5710, -3.3076, -1.7208], [3.2709, 2.2488, 0.7296], [0.5706, -3.0457, 1.7177], [1.8035, 1.2907, 0.3732], [-2.3067, 0.1671, -0.9325], [-0.1486, -0.1761, 0.6127], [-0.0564, -0.2562, 0.9413], [0.4599, 0.1746, 0.1492], [0.8345, 1.9367, 2.0322]]}

[2]
{"formula": "C4H7NO2", "method": "ωB97M-V with the def2-TZVPD basis set", "e_lumo_ha": 0.0132, "homo_lumo_gap_ha": 0.3715, "homo_energy_ev": -9.751, "de_lowest_kj_mol": 270.7, "elements": ["C", "C", "C", "N", "C", "O", "O", "H", "H", "H", "H", "H", "H", "H"], "xyz": [[-1.476710, -0.855964, 0.166333], [-0.612604, -0.056994, -0.772285], [-0.062174, 1.229932, -0.190022], [1.021081, 0.693134, 0.600859], [1.661708, -0.439578, 0.127980], [2.660716, -0.919231, 0.607011], [0.990866, -0.973547, -0.878127], [-1.071393, -0.798026, 1.190569], [-1.487901, -1.890786, -0.162907], [-2.520568, -0.510788, 0.217552], [-0.096818, -0.390292, -1.695328], [-0.767515, 1.775865, 0.459116], [0.266978, 1.918175, -0.979267], [1.494333, 1.218096, 1.308512]], "forces_ev_per_angstrom": [[0.1343, -0.2076, -0.3465], [1.9879, -1.0676, 0.2569], [0.2497, -0.0852, -0.1300], [0.4587, 0.1873, 0.3191], [0.2429, -0.0765, 0.5457], [0.1198, 0.2780, 0.0188], [-0.5820, 0.1696, 1.4081], [-0.0566, -0.0014, -0.3933], [-0.0732, -0.1031, 0.1020], [0.3500, 0.1694, -0.2882], [-3.0227, 1.0716, -1.4063], [0.0327, -0.4613, -0.2811], [0.0550, -0.0929, 0.0877], [0.1036, 0.2196, 0.1071]]}